Entry 1:
This record from the OMol25 dataset describes a structure of composition C41H42OsP2Se in a non-equilibrium geometry. The level of theory is the ωB97M-V functional and the def2-TZVPD basis.

Computed properties:
- expectation value of S² = 6.035
- gap between HOMO and LUMO (alpha / beta) (eV) = 6.108 / 4.642
- electronic energy (Ha) = -4761.33631
- HOMO level (alpha / beta) (eV) = -11.982 / -13.721

ORCA input file:
```
! wB97M-V def2-TZVPD RIJCOSX def2/J DEFGRID3
* xyz 2 5
Os 0.48 -0.49 -0.25
C -1.47 0.39 3.75
C -2.06 -0.34 2.63
C -2.89 0.26 1.61
C -2.35 1.52 0.78
C -0.89 1.72 0.91
C -0.24 2.47 1.91
C -0.99 2.97 3.12
C -1.75 1.92 3.99
C 2.33 -0.71 0.52
H -1.68 -0.17 4.69
H -1.74 -1.39 2.59
H -3.84 0.63 2.03
H -3.15 -0.52 0.87
H -2.66 1.26 -0.23
H -2.96 2.43 0.97
H -0.39 2.05 -0.01
H 0.81 2.82 1.69
H -1.78 3.65 2.72
H -0.19 3.53 3.71
H -1.43 2.19 5.01
H -2.85 2.11 3.93
H 2.49 -1.40 1.38
H 2.86 0.29 0.49
H 2.23 -1.17 -0.52
P -0.50 -1.32 -1.72
P 1.15 0.91 -1.67
C -1.38 0.20 -2.20
C -0.53 1.24 -2.38
C -0.52 -2.26 -3.29
C -1.37 -1.93 -4.40
C -1.45 -2.78 -5.51
C -0.71 -3.94 -5.62
C 0.16 -4.26 -4.56
C 0.24 -3.44 -3.42
C -1.57 -2.46 -0.81
C -1.21 -2.69 0.52
C -1.90 -3.58 1.30
C -2.87 -4.37 0.70
C -3.22 -4.16 -0.67
C -2.60 -3.16 -1.43
C 2.07 1.02 -3.39
C 1.92 -0.04 -4.30
C 2.33 0.09 -5.64
C 2.96 1.25 -6.08
C 3.20 2.28 -5.17
C 2.74 2.18 -3.85
C 1.71 2.55 -1.10
C 3.02 2.61 -0.57
C 3.56 3.84 -0.16
C 2.82 5.02 -0.30
C 1.50 4.97 -0.80
C 0.97 3.73 -1.19
H -2.39 0.08 -2.58
H -0.67 2.18 -2.93
H -1.95 -0.99 -4.39
H -2.15 -2.53 -6.34
H -0.80 -4.61 -6.49
H 0.75 -5.17 -4.66
H 0.95 -3.68 -2.62
H -0.40 -2.07 1.03
H -1.70 -3.59 2.39
H -3.42 -5.17 1.22
H -3.98 -4.85 -1.13
H -2.90 -3.00 -2.47
H 1.47 -1.00 -3.98
H 2.18 -0.72 -6.36
H 3.35 1.33 -7.11
H 3.79 3.13 -5.48
H 2.97 3.02 -3.17
H 3.59 1.68 -0.48
H 4.57 3.87 0.31
H 3.25 5.99 0.02
H 0.90 5.88 -0.84
H -0.06 3.66 -1.53
Se 0.42 0.18 3.15
C 0.77 -0.36 5.20
C 0.95 0.43 6.37
C 0.68 -0.11 7.65
C 0.29 -1.47 7.79
C 0.19 -2.28 6.64
C 0.50 -1.72 5.37
H 1.28 1.47 6.29
H 0.80 0.53 8.57
H 0.07 -1.91 8.78
H -0.14 -3.33 6.73
H 0.42 -2.38 4.49
*
```

---

Entry 2:
This record from the OMol25 dataset describes the ion C5H14N3Si with charge +1 in a non-equilibrium geometry. The level of theory is the ωB97M-V functional and the def2-TZVPD basis.

Computed properties:
- gap between HOMO and LUMO (eV) = 8.836
- electronic energy (Ha) = -652.36777
- structure (SMILES) = CN[C@H](C)N=C=[N+](C)[SiH3]
- HOMO level (eV) = -12.746

ORCA input file:
```
! wB97M-V def2-TZVPD RIJCOSX def2/J DEFGRID3
* xyz 1 1
C 1.75 1.77 0.67
N 2.23 0.88 -0.36
C 1.96 -0.49 -0.23
C 2.60 -1.31 -1.34
N 0.53 -0.80 -0.23
C -0.55 -0.43 0.05
N -1.80 -0.24 0.24
C -2.32 -0.94 1.42
Si -3.53 0.69 -0.65
H 2.13 1.44 1.64
H 2.14 2.77 0.48
H 0.65 1.82 0.72
H 2.06 1.23 -1.30
H 2.32 -0.84 0.76
H 2.36 -2.37 -1.22
H 3.68 -1.19 -1.29
H 2.25 -0.97 -2.31
H -3.21 -1.50 1.15
H -1.59 -1.64 1.83
H -2.58 -0.21 2.20
H -4.05 1.30 0.56
H -4.19 -0.51 -1.16
H -2.84 1.54 -1.61
*
```

---

Entry 3:
This record from the OMol25 dataset describes the molecule C16H30BBrF3N3O9S2 in a non-equilibrium geometry. The level of theory is the ωB97M-V functional and the def2-TZVPD basis.

Computed properties:
- gap between HOMO and LUMO (eV) = 9.394
- electronic energy (Ha) = -5163.90073
- structure (SMILES) = CCOC[C@@H]1[C@@](Br)(S(=O)(=O)C(F)(F)F)[C@](N)(N(C)C(C)=O)[C@](CCCCN)(B(O)OC)OS1(=O)=O
- HOMO level (eV) = -9.414

ORCA input file:
```
! wB97M-V def2-TZVPD RIJCOSX def2/J DEFGRID3
* xyz 0 1
C -2.02 1.12 5.48
C -3.17 1.31 4.50
O -2.73 1.76 3.22
C -2.43 0.70 2.33
C -1.59 1.35 1.24
C -1.52 0.58 -0.11
Br -1.79 -1.33 0.28
S -3.05 1.09 -1.07
O -2.77 1.25 -2.47
O -3.62 2.21 -0.39
C -4.41 -0.21 -1.02
F -5.39 0.43 -1.62
F -4.14 -1.29 -1.70
F -4.80 -0.50 0.19
C -0.22 0.86 -0.92
N -0.36 2.31 -1.19
N -0.09 0.25 -2.26
C 0.19 1.14 -3.38
C -0.49 -1.04 -2.68
C -1.42 -1.14 -3.86
O -0.05 -2.05 -2.19
C 1.10 0.69 -0.07
C 2.36 0.99 -0.93
C 2.86 -0.15 -1.83
C 4.18 -0.80 -1.37
C 4.12 -2.34 -1.37
N 4.82 -2.88 -0.19
B 1.57 -0.68 0.70
O 2.39 -0.52 1.80
O 1.28 -1.93 0.29
C 1.20 -2.96 1.28
O 1.13 1.75 0.93
S -0.01 1.87 2.01
O 0.22 0.98 3.11
O -0.12 3.26 2.28
H -2.43 0.88 6.46
H -1.40 2.01 5.53
H -1.39 0.30 5.17
H -3.89 2.03 4.89
H -3.70 0.36 4.39
H -3.37 0.34 1.92
H -1.89 -0.08 2.87
H -2.08 2.31 1.07
H -1.02 2.79 -0.61
H 0.52 2.80 -1.10
H 0.47 0.51 -4.23
H 1.05 1.77 -3.20
H -0.67 1.73 -3.70
H -0.85 -1.65 -4.64
H -1.74 -0.19 -4.26
H -2.25 -1.79 -3.60
H 2.25 1.93 -1.47
H 3.13 1.19 -0.18
H 2.10 -0.90 -2.04
H 3.06 0.31 -2.81
H 4.38 -0.51 -0.34
H 5.00 -0.48 -2.02
H 4.60 -2.74 -2.27
H 3.09 -2.68 -1.39
H 4.76 -3.89 -0.22
H 4.28 -2.61 0.63
H 3.24 -0.11 1.59
H 2.18 -3.39 1.47
H 0.76 -2.59 2.21
H 0.56 -3.73 0.87
*
```

---

Entry 4:
This record from the OMol25 dataset describes a cluster of 10 separate species, C20H54F3NO15S2 in total in a non-equilibrium geometry. The level of theory is the ωB97M-V functional and the def2-TZVPD basis.

Computed properties:
- gap between HOMO and LUMO (eV) = 4.797
- electronic energy (Ha) = -3073.58200
- HOMO level (eV) = -2.034

ORCA input file:
```
! wB97M-V def2-TZVPD RIJCOSX def2/J DEFGRID3
* xyz -2 1
O -2.33 -6.26 -1.59
C -2.30 -5.24 -2.36
O -1.93 -5.43 -3.67
S -2.73 -3.59 -1.58
O -1.40 -2.82 -1.47
O -3.20 -3.76 -0.13
N -3.77 -2.60 -2.52
S -5.24 -3.36 -2.91
O -6.26 -2.24 -3.10
O -5.22 -4.12 -4.23
C -5.94 -4.46 -1.57
F -6.14 -3.78 -0.33
F -7.28 -4.80 -2.00
F -5.28 -5.70 -1.42
C 0.78 0.62 0.11
C -0.64 0.11 -0.04
O -1.56 1.17 0.19
H 0.94 1.02 1.12
H 1.50 -0.19 -0.06
H 0.99 1.43 -0.59
H -0.85 -0.68 0.68
H -0.81 -0.28 -1.05
H -1.38 1.87 -0.46
C -0.04 3.49 4.91
C 0.09 2.73 3.60
O 1.27 1.94 3.61
H 0.82 4.14 5.06
H -0.94 4.11 4.91
H -0.08 2.81 5.76
H 0.15 3.42 2.76
H -0.77 2.07 3.45
H 1.21 1.33 4.35
C 5.10 4.44 3.18
C 5.30 3.06 2.59
O 4.41 2.13 3.20
H 5.27 4.43 4.26
H 5.79 5.16 2.72
H 4.07 4.78 3.02
H 6.32 2.71 2.77
H 5.12 3.06 1.51
H 3.51 2.44 3.03
C -0.53 2.39 -4.31
C -1.16 3.55 -3.58
O -0.89 3.45 -2.18
H -0.91 1.44 -3.93
H -0.73 2.45 -5.38
H 0.56 2.37 -4.16
H -2.24 3.55 -3.71
H -0.77 4.51 -3.94
H 0.07 3.47 -2.07
C 10.32 1.37 3.90
C 9.28 2.32 3.32
O 9.60 2.62 1.96
H 11.31 1.81 3.84
H 10.09 1.14 4.94
H 10.34 0.44 3.33
H 9.27 3.26 3.88
H 8.28 1.88 3.36
H 9.59 1.79 1.48
C -2.76 0.55 -7.29
C -2.51 -0.77 -6.58
O -2.64 -0.61 -5.18
H -2.05 1.31 -6.95
H -2.65 0.43 -8.37
H -3.76 0.92 -7.07
H -1.50 -1.13 -6.79
H -3.22 -1.53 -6.91
H -3.54 -0.30 -5.00
C -8.71 -5.25 -5.94
C -8.13 -6.65 -5.85
O -6.75 -6.62 -6.16
H -8.57 -4.83 -6.94
H -9.78 -5.25 -5.71
H -8.21 -4.58 -5.24
H -8.63 -7.31 -6.57
H -8.27 -7.06 -4.85
H -6.32 -6.04 -5.51
C 1.33 -4.02 1.56
C 1.80 -4.58 0.23
O 0.70 -5.08 -0.50
H 0.82 -4.79 2.15
H 2.18 -3.64 2.15
H 0.62 -3.21 1.41
H 2.51 -5.40 0.39
H 2.31 -3.81 -0.36
H 0.09 -4.34 -0.65
C 1.71 5.07 9.09
C 2.33 4.54 7.81
O 1.60 5.02 6.68
H 0.66 4.77 9.17
H 2.25 4.71 9.97
H 1.72 6.17 9.10
H 2.29 3.45 7.80
H 3.37 4.86 7.72
H 1.65 5.98 6.70
*
```

---

Entry 5:
This record from the OMol25 dataset describes a structure of composition CH2O4S2 in a non-equilibrium geometry. The level of theory is the ωB97M-V functional and the def2-TZVPD basis.

Computed properties:
- gap between HOMO and LUMO (eV) = 5.872
- electronic energy (Ha) = -1136.49458
- HOMO level (eV) = 0.659

ORCA input file:
```
! wB97M-V def2-TZVPD RIJCOSX def2/J DEFGRID3
* xyz -2 1
C -0.60 0.79 1.24
O -3.08 1.37 0.70
O 1.95 -0.02 0.99
O -2.00 -0.63 -0.35
O 1.17 1.42 -0.84
S -1.88 0.88 -0.10
S 0.75 0.41 0.22
H -0.83 -0.24 1.83
H 0.58 -0.77 -0.88
*
```

---

Q: Number 1 is which compound?
A: C41H42OsP2Se

---

Copy entry 2 word for word.
This record from the OMol25 dataset describes the ion C5H14N3Si with charge +1 in a non-equilibrium geometry. The level of theory is the ωB97M-V functional and the def2-TZVPD basis.

Computed properties:
- gap between HOMO and LUMO (eV) = 8.836
- electronic energy (Ha) = -652.36777
- structure (SMILES) = CN[C@H](C)N=C=[N+](C)[SiH3]
- HOMO level (eV) = -12.746

ORCA input file:
```
! wB97M-V def2-TZVPD RIJCOSX def2/J DEFGRID3
* xyz 1 1
C 1.75 1.77 0.67
N 2.23 0.88 -0.36
C 1.96 -0.49 -0.23
C 2.60 -1.31 -1.34
N 0.53 -0.80 -0.23
C -0.55 -0.43 0.05
N -1.80 -0.24 0.24
C -2.32 -0.94 1.42
Si -3.53 0.69 -0.65
H 2.13 1.44 1.64
H 2.14 2.77 0.48
H 0.65 1.82 0.72
H 2.06 1.23 -1.30
H 2.32 -0.84 0.76
H 2.36 -2.37 -1.22
H 3.68 -1.19 -1.29
H 2.25 -0.97 -2.31
H -3.21 -1.50 1.15
H -1.59 -1.64 1.83
H -2.58 -0.21 2.20
H -4.05 1.30 0.56
H -4.19 -0.51 -1.16
H -2.84 1.54 -1.61
*
```

---

Repeat the first record exactly.
This record from the OMol25 dataset describes a structure of composition C41H42OsP2Se in a non-equilibrium geometry. The level of theory is the ωB97M-V functional and the def2-TZVPD basis.

Computed properties:
- expectation value of S² = 6.035
- gap between HOMO and LUMO (alpha / beta) (eV) = 6.108 / 4.642
- electronic energy (Ha) = -4761.33631
- HOMO level (alpha / beta) (eV) = -11.982 / -13.721

ORCA input file:
```
! wB97M-V def2-TZVPD RIJCOSX def2/J DEFGRID3
* xyz 2 5
Os 0.48 -0.49 -0.25
C -1.47 0.39 3.75
C -2.06 -0.34 2.63
C -2.89 0.26 1.61
C -2.35 1.52 0.78
C -0.89 1.72 0.91
C -0.24 2.47 1.91
C -0.99 2.97 3.12
C -1.75 1.92 3.99
C 2.33 -0.71 0.52
H -1.68 -0.17 4.69
H -1.74 -1.39 2.59
H -3.84 0.63 2.03
H -3.15 -0.52 0.87
H -2.66 1.26 -0.23
H -2.96 2.43 0.97
H -0.39 2.05 -0.01
H 0.81 2.82 1.69
H -1.78 3.65 2.72
H -0.19 3.53 3.71
H -1.43 2.19 5.01
H -2.85 2.11 3.93
H 2.49 -1.40 1.38
H 2.86 0.29 0.49
H 2.23 -1.17 -0.52
P -0.50 -1.32 -1.72
P 1.15 0.91 -1.67
C -1.38 0.20 -2.20
C -0.53 1.24 -2.38
C -0.52 -2.26 -3.29
C -1.37 -1.93 -4.40
C -1.45 -2.78 -5.51
C -0.71 -3.94 -5.62
C 0.16 -4.26 -4.56
C 0.24 -3.44 -3.42
C -1.57 -2.46 -0.81
C -1.21 -2.69 0.52
C -1.90 -3.58 1.30
C -2.87 -4.37 0.70
C -3.22 -4.16 -0.67
C -2.60 -3.16 -1.43
C 2.07 1.02 -3.39
C 1.92 -0.04 -4.30
C 2.33 0.09 -5.64
C 2.96 1.25 -6.08
C 3.20 2.28 -5.17
C 2.74 2.18 -3.85
C 1.71 2.55 -1.10
C 3.02 2.61 -0.57
C 3.56 3.84 -0.16
C 2.82 5.02 -0.30
C 1.50 4.97 -0.80
C 0.97 3.73 -1.19
H -2.39 0.08 -2.58
H -0.67 2.18 -2.93
H -1.95 -0.99 -4.39
H -2.15 -2.53 -6.34
H -0.80 -4.61 -6.49
H 0.75 -5.17 -4.66
H 0.95 -3.68 -2.62
H -0.40 -2.07 1.03
H -1.70 -3.59 2.39
H -3.42 -5.17 1.22
H -3.98 -4.85 -1.13
H -2.90 -3.00 -2.47
H 1.47 -1.00 -3.98
H 2.18 -0.72 -6.36
H 3.35 1.33 -7.11
H 3.79 3.13 -5.48
H 2.97 3.02 -3.17
H 3.59 1.68 -0.48
H 4.57 3.87 0.31
H 3.25 5.99 0.02
H 0.90 5.88 -0.84
H -0.06 3.66 -1.53
Se 0.42 0.18 3.15
C 0.77 -0.36 5.20
C 0.95 0.43 6.37
C 0.68 -0.11 7.65
C 0.29 -1.47 7.79
C 0.19 -2.28 6.64
C 0.50 -1.72 5.37
H 1.28 1.47 6.29
H 0.80 0.53 8.57
H 0.07 -1.91 8.78
H -0.14 -3.33 6.73
H 0.42 -2.38 4.49
*
```